282
Properties=species:S:1:pos:R:3:forces:R:3:mulliken_charge:R:1 method="wB97M-V/def2-TZVPD" largest_force_ev_per_a=3.45 homo_energy_ev=-8.37 energy_ev=-126243.801 relative_energy_kj_mol=232.05 spin_multiplicity=1
C -29.877340 2.561286 -23.673487 -0.141 0.842 -0.135 -1.451
C -28.459371 3.183685 -23.445506 -1.597 -0.490 -0.296 -0.090
C -28.658868 4.227198 -22.401515 0.246 0.856 1.473 0.969
O -27.460285 4.963121 -22.142739 -0.189 0.215 0.399 -0.496
C -27.546323 5.860470 -21.019239 0.038 -0.496 -0.284 2.343
N -27.593511 2.092921 -23.056464 -0.565 0.199 -1.060 -0.601
H -30.261397 2.107187 -22.751930 0.121 0.207 0.016 0.288
H -29.765123 1.765102 -24.373010 0.030 -0.618 -0.619 0.440
H -30.670032 3.250867 -24.063918 0.833 -0.315 0.401 0.316
H -28.112727 3.666045 -24.364411 0.119 -0.233 -0.010 0.361
H -29.058196 3.744351 -21.475686 0.489 0.091 -0.243 -0.482
H -29.452196 4.909104 -22.693926 -0.220 0.411 -0.269 -0.070
H -28.476292 6.429892 -21.032048 -0.225 0.030 -0.050 -0.531
H -26.729510 6.588764 -21.084631 0.010 -0.314 -0.154 0.360
H -27.457006 5.326615 -20.053670 -0.022 0.039 -0.468 -1.488
H -26.628307 2.348030 -23.126143 0.373 -0.049 0.698 0.300
H -27.935212 1.756238 -22.174336 0.707 -0.249 0.475 0.248
C -31.904556 3.510747 -17.997117 1.465 -0.812 -1.686 -1.527
C -31.286146 4.053054 -19.317450 -0.871 0.396 0.098 0.546
C -32.425403 4.515698 -20.232296 2.043 0.757 -0.646 -0.464
O -32.798233 3.442439 -21.003277 -1.187 -1.133 -1.140 -0.421
C -33.912861 3.787439 -21.825897 -1.027 -1.702 2.062 -0.872
N -30.387976 5.155318 -19.043812 0.101 0.794 1.238 1.141
H -32.339831 4.338786 -17.444964 -0.143 -0.077 0.183 0.392
H -31.023192 3.066717 -17.490210 -0.912 0.035 0.345 0.217
H -32.638554 2.744387 -18.313181 0.237 0.345 0.701 0.483
H -30.738324 3.293624 -19.865701 -0.063 -0.467 0.058 0.024
H -32.074642 5.322457 -20.943250 -0.282 -0.296 0.956 -0.058
H -33.204129 4.862381 -19.578858 -0.916 0.512 0.063 0.604
H -34.314439 2.878257 -22.330152 0.432 0.697 0.441 0.277
H -33.696938 4.539747 -22.508276 0.823 1.339 -1.593 0.318
H -34.675664 4.233001 -21.153189 -0.084 -0.439 -0.384 0.347
H -29.448783 4.967689 -19.369807 0.034 0.045 0.221 -0.822
H -30.365532 5.303039 -18.019632 0.407 0.040 -0.892 -0.217
C -19.167965 7.572003 -9.117494 -1.113 -0.343 1.588 -1.361
C -20.129888 6.404551 -9.276791 -0.479 -0.189 -0.314 0.913
C -20.427841 6.139708 -10.745673 -0.146 0.749 -0.515 -0.303
O -21.389514 7.012127 -11.302419 -1.493 0.696 -0.057 -0.182
C -22.774449 6.957602 -10.849424 1.071 -1.742 0.188 -0.323
N -19.781430 5.078995 -8.778689 1.959 -0.639 0.203 -0.754
H -19.071017 7.775812 -8.036107 0.469 -0.187 -0.298 0.425
H -19.698789 8.463892 -9.465859 0.580 -0.073 -0.624 0.278
H -18.222301 7.310641 -9.562819 0.414 0.488 -0.303 0.344
H -21.051336 6.641286 -8.739532 -0.132 0.300 -0.253 0.179
H -20.744919 5.082749 -10.756660 -0.003 0.230 -0.716 0.321
H -19.519497 6.375225 -11.399698 -1.017 -0.796 0.928 -0.353
H -23.290432 6.058256 -11.273535 0.375 0.650 0.106 0.230
H -23.295011 7.852972 -11.140119 0.112 0.378 -0.360 -0.192
H -22.861813 6.862377 -9.757085 0.195 0.102 -0.186 0.359
H -19.239933 4.571177 -9.506354 -0.460 0.386 0.608 0.195
H -19.116766 5.135921 -8.000587 -0.404 0.041 -0.074 0.272
C -23.154490 12.007554 -20.467198 1.427 -0.324 -0.453 -1.116
C -22.742957 13.233535 -19.634416 -0.207 0.589 1.662 0.370
C -23.845139 13.693365 -18.619940 0.900 0.411 -0.536 -0.155
O -23.588088 15.029151 -18.219512 0.604 0.426 -0.638 -0.421
C -24.462546 15.576950 -17.252803 -0.730 -0.301 -1.108 -0.500
N -21.462992 13.056389 -18.923688 -0.645 -2.448 -1.124 -0.285
H -22.669737 12.068467 -21.476625 0.122 -0.296 1.006 0.402
H -24.188286 12.039607 -20.749143 -0.835 -0.072 0.363 0.431
H -22.896451 11.019505 -19.980547 -0.315 1.103 -0.514 -0.150
H -22.605169 14.079780 -20.282572 -0.001 0.396 -0.527 0.509
H -23.749464 13.119849 -17.720617 -0.461 -0.989 0.390 -0.049
H -24.814962 13.616996 -19.092827 -0.611 -0.068 0.052 0.595
H -24.375690 16.668017 -17.330765 0.186 -0.299 0.307 0.285
H -24.230808 15.202032 -16.251177 -0.121 0.152 -0.012 0.016
H -25.507814 15.333667 -17.568826 0.461 0.064 0.616 0.316
H -21.555015 12.282040 -18.258304 0.168 0.564 -0.196 -0.331
H -21.081745 13.843509 -18.477491 0.035 1.268 0.581 0.296
C -29.147898 8.550388 -25.674988 -1.141 -0.300 2.127 -1.361
C -27.752418 8.080767 -25.460900 1.512 -0.800 -0.646 0.559
C -27.152123 8.342405 -24.103290 -0.077 2.321 0.454 -0.114
O -26.926197 9.789889 -24.014597 0.950 -0.422 0.544 -0.405
C -26.204879 10.134362 -22.829422 0.358 1.632 0.107 -0.390
N -27.508045 6.622896 -25.768383 -0.455 0.759 -0.714 -0.694
H -29.363105 9.557112 -25.261948 0.286 -0.484 -0.429 0.302
H -29.827806 7.831560 -25.195659 0.058 0.217 0.394 0.236
H -29.455005 8.452054 -26.667621 -0.162 0.383 -1.918 0.502
H -27.084412 8.700046 -26.107744 -0.357 -0.623 0.125 0.127
H -26.218723 7.834294 -24.025510 0.868 -0.521 0.012 0.660
H -27.713932 8.195994 -23.194273 -0.763 -1.101 -0.005 -0.205
H -26.393788 11.229754 -22.593454 0.120 -1.223 -0.523 0.262
H -25.085734 10.018956 -22.836130 -0.842 -0.147 -0.693 0.366
H -26.521082 9.599746 -21.941684 -0.454 -0.435 0.126 -0.022
H -27.586771 6.047838 -24.948828 -0.093 -0.084 0.475 0.151
H -28.131648 6.209482 -26.479009 0.377 0.694 0.512 0.272
C -24.745506 9.386552 -17.946086 -0.123 0.539 -0.443 0.922
C -24.625081 7.862539 -18.061006 0.934 -0.088 -0.454 -0.333
C -23.800885 7.299836 -16.898562 -2.090 0.372 -0.497 -0.403
O -24.608170 7.533009 -15.748652 0.156 0.502 -0.087 1.909
C -24.140322 6.943939 -14.551692 -0.358 -0.184 -0.006 -0.066
N -25.943064 7.187299 -18.141850 0.672 0.946 -0.153 0.611
H -25.497486 9.657864 -18.690852 0.094 0.401 -0.136 0.494
H -23.818977 10.005741 -18.146075 -0.857 -1.021 0.249 -0.708
H -25.168298 9.685910 -16.985222 0.130 -0.073 0.121 -1.164
H -24.085163 7.669819 -19.001123 -0.024 -0.211 0.238 0.810
H -22.888861 7.834744 -16.924354 1.229 0.646 0.630 0.348
H -23.602669 6.258215 -17.043362 0.032 -0.948 0.073 -0.405
H -24.057273 5.865363 -14.784534 0.107 0.148 0.702 0.139
H -24.941598 7.140307 -13.752673 1.425 -0.314 -1.055 -0.630
H -23.131587 7.352184 -14.299305 -0.728 -0.285 0.256 -0.292
H -26.358839 7.495542 -17.265243 -0.700 -0.300 -0.117 -0.669
H -26.436222 7.645583 -18.924902 -0.062 -0.365 0.718 -0.332
C -20.916930 5.091827 -16.112678 0.699 -1.005 0.783 -1.215
C -19.878093 4.391401 -15.184822 1.656 -0.066 -0.469 2.454
C -19.326525 3.301355 -16.063820 -0.162 -1.433 -0.086 -1.717
C -18.001446 2.648316 -15.697607 -0.140 0.088 1.421 -0.806
C -16.920222 3.712534 -15.418124 -0.774 0.843 -0.134 -1.178
C -17.417073 4.837292 -14.410261 0.575 0.294 -2.105 1.163
N -18.688196 5.328302 -15.034604 -0.292 -0.922 -0.029 0.962
O -19.143645 6.454461 -14.334859 -0.370 0.950 -0.001 -0.284
C -17.520579 4.319666 -12.984552 -3.410 0.421 -0.291 -1.507
C -16.346009 6.016068 -14.601435 -0.612 -0.377 2.255 -1.372
C -20.522787 3.869254 -13.901013 -1.596 1.151 -0.928 -1.404
H -21.639457 4.299291 -16.447460 0.388 1.096 0.306 0.191
H -20.373268 5.524947 -16.941627 -0.002 -0.085 -0.397 -0.200
H -21.328646 5.914764 -15.568497 -1.002 0.367 0.283 0.048
H -20.127079 2.545118 -16.262373 0.636 0.429 0.117 0.333
H -19.108646 3.812763 -16.958739 -0.005 0.417 -1.615 0.512
H -17.739592 1.923163 -16.482105 0.181 0.251 0.333 0.500
H -18.145043 2.111140 -14.744099 0.141 -0.283 -0.373 0.284
H -16.656307 4.256993 -16.352694 -0.137 -0.408 0.447 0.280
H -16.006977 3.289304 -15.012495 0.148 -0.229 0.018 0.426
H -18.084159 3.362448 -12.951594 0.437 0.520 -0.082 0.316
H -16.582439 4.144035 -12.623494 2.599 -0.412 1.168 0.642
H -18.087024 5.002267 -12.286552 0.747 -0.422 -0.863 -0.158
H -16.480958 6.782215 -13.795633 -0.156 -0.441 -0.724 0.294
H -15.288435 5.696602 -14.458534 -0.768 -0.241 -0.395 0.403
H -16.498361 6.490971 -15.557009 0.060 0.040 -0.338 0.100
H -21.588468 3.731995 -14.252596 0.864 -0.418 0.910 0.112
H -20.558826 4.715052 -13.198532 0.084 -0.499 0.161 0.310
H -20.107051 2.949455 -13.487328 -0.050 0.229 -0.051 0.369
H -19.430710 7.012475 -15.084824 0.356 0.158 0.550 -0.068
C -16.183282 8.652564 -18.316913 -1.665 -0.671 0.354 -1.454
C -17.356016 9.415881 -17.647610 -1.033 1.006 0.595 1.235
C -17.568942 10.869410 -18.216877 1.185 -0.450 -0.892 -1.112
C -18.141376 10.930705 -19.663519 -0.015 0.562 1.737 -1.124
C -19.460457 10.223838 -19.652562 -1.368 0.126 -0.115 -0.465
C -19.394232 8.820505 -19.064487 -0.745 -1.428 1.050 2.053
N -18.699299 8.816122 -17.744070 -0.410 0.890 -0.430 -0.290
O -18.830139 7.573524 -17.084009 0.640 -0.075 -0.311 1.173
C -20.849172 8.335211 -18.741289 -0.424 -0.835 -0.227 -1.098
C -18.765693 7.853702 -20.065825 1.360 -0.050 -1.536 -1.629
C -17.115008 9.579742 -16.119678 1.096 1.030 -1.221 -1.589
H -16.043118 8.921096 -19.359114 0.025 -0.100 -0.060 0.384
H -16.370284 7.542026 -18.219325 0.505 1.049 -0.202 0.129
H -15.343743 8.939265 -17.733757 1.124 -0.116 0.185 0.512
H -18.266412 11.457952 -17.598187 0.307 -0.462 0.070 0.170
H -16.574910 11.378298 -18.209131 -0.623 -0.250 0.144 0.399
H -17.509811 10.556332 -20.419462 1.105 -0.720 -0.729 0.398
H -18.207556 11.995473 -19.852252 -0.505 0.227 -0.357 0.511
H -19.971286 10.146410 -20.635351 0.573 0.009 0.246 0.645
H -20.183737 10.809943 -19.075153 0.252 -0.054 0.179 -0.332
H -20.875753 7.313044 -18.246358 0.266 1.061 -0.980 0.079
H -21.393132 8.958055 -17.993405 0.600 0.129 -0.726 -0.578
H -21.423158 8.292978 -19.712181 0.363 0.036 1.034 0.419
H -19.317263 7.857408 -21.027503 -0.132 -0.167 0.618 0.466
H -17.736933 8.181933 -20.418137 -1.079 -0.252 0.711 0.300
H -18.654201 6.802813 -19.738157 -0.277 0.527 0.085 0.139
H -17.734516 10.398013 -15.784784 -0.449 -0.080 0.382 0.131
H -16.081070 9.902326 -15.918647 -0.171 -0.146 -0.168 0.500
H -17.284808 8.681642 -15.587490 -0.345 -0.835 0.616 0.271
H -18.098640 6.992404 -17.370703 -0.327 0.024 0.063 -0.064
C -31.205318 8.835284 -14.363500 1.872 0.988 0.721 -1.965
C -30.040752 7.833848 -14.456962 -0.421 -0.560 -1.071 2.056
C -29.250882 8.161883 -15.727808 0.894 -1.424 -0.502 0.958
C -28.314916 9.370168 -15.659761 -0.720 -0.331 0.258 -1.912
C -27.450689 9.167340 -14.434352 0.286 1.381 -0.556 0.386
C -28.196513 8.956157 -13.127896 -0.324 0.424 -0.987 2.261
N -29.108849 7.811338 -13.346900 -0.465 -0.427 1.240 0.124
O -29.898834 7.512328 -12.167327 0.551 0.957 0.046 -0.508
C -27.186599 8.651570 -12.065021 0.413 -1.031 1.097 -1.548
C -28.843301 10.241479 -12.608850 1.409 0.084 1.119 -1.842
C -30.701981 6.421231 -14.625001 1.626 0.501 0.301 -1.780
H -31.696299 8.715164 -13.430108 -0.634 -0.059 0.955 0.489
H -31.942732 8.705890 -15.119097 -0.335 -0.041 -0.812 0.516
H -30.751823 9.847672 -14.373110 -0.783 -0.416 -0.334 0.239
H -28.565100 7.266844 -15.955622 -1.013 1.048 0.228 -1.040
H -30.021855 8.199661 -16.484881 0.279 0.185 -0.640 -0.589
H -28.787317 10.352365 -15.607188 -0.562 -0.092 0.178 0.778
H -27.708935 9.466312 -16.558731 0.161 -0.350 -0.130 0.448
H -26.899380 10.112963 -14.354327 0.405 -0.315 0.401 -0.557
H -26.751202 8.362586 -14.608456 0.242 -0.329 0.029 -0.145
H -27.793774 8.384512 -11.176349 0.881 0.564 0.070 0.528
H -26.596799 7.772634 -12.266584 -0.016 -0.695 -0.428 0.288
H -26.393776 9.424868 -11.948280 -1.102 -0.102 0.250 -0.047
H -28.017027 10.936719 -12.366029 -0.394 -0.123 -0.323 0.370
H -29.570890 10.757143 -13.152606 -0.947 0.597 -1.228 0.356
H -29.262040 10.038915 -11.636925 -0.376 -0.103 0.531 0.610
H -29.952115 5.621413 -14.757207 -0.187 0.388 0.142 0.063
H -31.300242 6.465895 -15.503038 -0.632 -0.043 -0.877 0.305
H -31.331209 6.181409 -13.788531 -0.230 -0.074 0.432 0.526
H -30.337991 8.359011 -11.921318 0.244 -0.693 -0.161 0.405
C -20.573100 11.685362 -14.516871 -1.217 0.507 -1.649 -1.797
C -22.140632 11.507443 -14.333137 1.738 0.619 -2.608 2.031
C -22.409005 10.233801 -13.621916 -0.602 -1.690 0.540 -0.685
C -23.932523 10.103567 -13.343797 1.004 -0.297 0.324 2.473
C -24.309743 11.402517 -12.591973 -2.091 -2.314 1.090 -1.134
C -24.168792 12.661850 -13.361407 1.022 1.135 -0.132 1.425
N -22.721978 12.661780 -13.622538 1.201 0.319 -0.390 0.214
O -22.370741 13.876657 -14.298093 0.531 0.519 -0.437 -0.499
C -25.194128 12.729061 -14.535481 0.338 -0.333 0.907 0.161
C -24.401212 13.897080 -12.457228 -0.278 -0.460 -0.615 -1.893
C -22.586758 11.328123 -15.835489 -1.796 0.593 0.959 -0.733
H -20.411388 12.543049 -15.257125 0.012 -1.153 1.069 0.373
H -20.151328 10.754522 -14.960754 -0.361 0.617 0.255 -0.021
H -20.070001 11.870020 -13.603561 0.486 0.345 1.037 0.596
H -22.060096 9.379003 -14.265948 -0.189 0.771 0.592 -0.696
H -21.857227 10.157406 -12.651490 -0.336 0.166 -0.671 0.430
H -24.043885 9.234787 -12.690794 -0.164 0.193 0.326 -1.096
H -24.489851 9.773438 -14.227811 -0.032 0.747 -0.097 -1.082
H -23.593697 11.358241 -11.746044 -0.717 0.586 -0.077 0.503
H -25.392450 11.328736 -12.217026 1.425 0.122 -0.228 0.053
H -24.967727 13.511221 -15.274227 -0.183 -0.387 0.320 -0.616
H -25.342795 11.743783 -14.979250 0.285 0.163 -0.376 -0.515
H -26.133221 12.911339 -14.001139 -0.096 0.388 -0.449 0.545
H -25.437389 13.826767 -12.120911 0.071 0.321 0.245 0.389
H -23.707390 13.934398 -11.613290 -0.126 -0.150 -0.108 0.417
H -24.259183 14.786954 -13.078075 -0.175 -0.032 0.287 0.377
H -23.597750 10.926945 -15.996860 0.429 -0.504 0.491 -0.640
H -21.871849 10.764309 -16.378688 0.666 -0.796 -0.428 0.188
H -22.710439 12.258352 -16.346298 0.529 1.033 -0.015 0.491
H -21.560485 14.296530 -13.902016 -1.235 -1.163 -0.034 0.334
C -31.165139 7.964045 -22.325282 0.242 0.170 1.428 -0.480
C -30.814670 9.270924 -21.523401 -1.599 0.337 -0.136 1.360
C -31.825269 10.359898 -22.036407 0.800 1.099 -0.073 -1.235
C -33.252667 10.152502 -21.522452 0.342 -0.038 -1.525 -0.571
C -33.219903 10.274138 -20.063447 -0.729 0.079 1.782 -1.185
C -32.356119 9.207054 -19.399207 0.400 -0.473 -0.698 1.965
N -31.039862 9.245899 -20.071874 0.752 -1.176 0.798 -0.131
O -30.216402 8.233523 -19.438264 0.924 2.168 -0.194 0.661
C -32.070995 9.554231 -17.967795 0.385 0.175 -0.197 -1.760
C -33.070068 7.830847 -19.477781 -0.188 0.161 0.133 -1.586
C -29.381979 9.740497 -21.750273 0.020 -1.032 -0.716 -1.343
H -30.664681 7.064227 -21.898511 0.094 0.626 -0.503 -0.558
H -30.886058 8.168986 -23.363087 -0.217 -0.491 0.147 -0.045
H -32.239294 7.754199 -22.182678 0.466 0.180 -0.663 0.423
H -31.463177 11.397113 -21.684726 -0.478 -1.484 -0.462 0.345
H -31.781164 10.368497 -23.134390 0.008 0.015 0.194 0.503
H -33.698541 9.206199 -21.862061 0.362 -0.025 0.206 0.399
H -33.958710 10.877187 -21.910269 0.137 0.490 -0.343 0.427
H -34.227872 10.123052 -19.689542 -0.293 0.077 0.315 0.406
H -32.946475 11.302431 -19.746824 0.233 -0.565 -0.188 0.259
H -31.637605 8.695835 -17.457513 0.308 0.436 0.025 -0.264
H -31.477445 10.467741 -17.987805 0.524 -0.296 0.378 0.472
H -32.958330 9.820380 -17.465800 -1.417 0.147 0.671 0.624
H -33.082095 7.515967 -20.510575 -0.022 -0.448 -0.101 0.504
H -32.691925 7.010225 -18.829357 0.185 0.737 -0.449 0.008
H -34.113975 7.971923 -19.199578 -0.114 0.012 0.144 0.374
H -28.670124 8.989993 -21.406514 -0.111 -0.189 0.091 -0.474
H -29.152936 10.626140 -21.200092 -0.120 0.769 0.348 0.561
H -29.169963 9.894941 -22.816741 -0.172 0.109 0.204 0.367
H -30.591822 7.375430 -19.536450 -0.887 -1.574 -0.415 -0.188
C -27.855866 2.560765 -16.593002 -0.481 -0.267 0.053 -2.050
C -26.671856 3.331553 -16.064808 0.732 0.086 0.600 1.957
C -25.928978 2.553500 -15.015147 -0.581 -0.129 1.397 -1.287
C -25.232640 1.305121 -15.435850 1.736 0.751 -0.023 -0.735
C -24.265226 1.723722 -16.530948 0.339 0.569 -2.266 -0.397
C -24.996438 2.481452 -17.756887 -0.217 -1.201 1.546 1.556
N -25.721070 3.627240 -17.146109 -0.556 1.318 -0.887 0.158
O -26.504092 4.361871 -18.174028 0.683 -0.958 0.310 0.789
C -23.971525 3.039066 -18.730115 -0.387 -0.135 1.898 -1.906
C -25.751131 1.309421 -18.419717 -1.195 0.202 -0.721 -1.804
C -27.125957 4.627020 -15.333293 1.000 0.430 -1.570 -0.802
H -27.670111 1.509865 -16.867031 0.146 0.669 -0.166 0.255
H -28.233135 3.169418 -17.413426 -0.303 -0.463 -0.213 0.168
H -28.602229 2.489775 -15.824293 -0.614 0.195 0.473 0.608
H -25.198724 3.142661 -14.427234 -0.395 0.213 -0.505 0.183
H -26.740003 2.313418 -14.334449 0.037 -0.233 0.628 0.575
H -25.886936 0.578573 -15.866664 -0.478 -0.743 0.355 0.429
H -24.681438 0.969541 -14.528420 -0.396 -0.479 -0.817 0.409
H -23.746530 0.889305 -17.056628 -0.226 0.288 0.669 0.412
H -23.504414 2.436087 -16.240718 0.310 0.060 0.746 -0.492
H -23.332841 3.693030 -18.165946 0.524 0.462 0.185 0.203
H -23.397112 2.229678 -19.106772 0.537 -0.552 -0.722 0.598
H -24.476419 3.615504 -19.450819 -0.462 0.500 -1.281 0.229
H -26.736541 1.523731 -18.862853 0.606 0.466 -0.388 0.082
H -25.099186 0.825820 -19.148515 -0.115 0.165 -0.162 0.497
H -26.029652 0.532766 -17.729193 0.190 -0.315 0.462 0.410
H -26.234925 5.220618 -15.072131 -0.316 -0.096 -0.264 -0.581
H -27.728815 4.573805 -14.455045 -0.297 -0.961 0.801 0.930
H -27.746665 5.182038 -16.013244 -0.094 0.603 -0.523 -0.573
H -26.170954 5.288989 -18.200413 0.257 -0.226 0.440 -0.114